No. 1
A molecular structure, C39H37GeN2O5Ta. Source: OMol25; level of theory: ωB97M-V/def2-TZVPD.

Its lowest unoccupied orbital energy is 0.0 eV. The value obtained for the energy above the lowest of the compared OMol25 structures with the same formula, charge and spin is 54.24 kJ/mol. The calculation puts the energy at -4128.1189 Eh. The HOMO energy comes out at -7.55 eV. The net charge is 0.

Last column: Löwdin charge in e.
Positions of all 85 atoms, in Å:
1 Ta 0.51 -0.15 1.52  1.78
2 O 0.44 -1.82 2.51  -0.25
3 C -0.47 -2.57 3.13  -0.32
4 C -0.75 -3.85 2.66  0.00
5 C -1.69 -4.64 3.31  -0.07
6 C -2.34 -4.18 4.45  -0.09
7 C -2.05 -2.91 4.92  -0.04
8 C -1.14 -2.09 4.27  -0.15
9 C -0.86 -0.76 4.80  -0.09
10 N -0.28 0.17 4.15  0.00
11 C 0.02 1.40 4.86  -0.20
12 C 0.15 2.53 3.85  -0.20
13 N 1.07 2.08 2.83  -0.03
14 C 2.00 2.86 2.45  -0.07
15 C 2.99 2.50 1.44  -0.14
16 C 3.78 3.49 0.87  -0.04
17 C 4.73 3.18 -0.09  -0.08
18 C 4.90 1.84 -0.47  -0.07
19 C 4.14 0.84 0.11  0.00
20 C 3.17 1.16 1.06  -0.32
21 O 2.44 0.18 1.62  -0.25
22 H -0.22 -4.20 1.78  0.12
23 H -1.90 -5.63 2.93  0.11
24 H -3.06 -4.80 4.96  0.10
25 H -2.55 -2.54 5.81  0.11
26 H -1.18 -0.58 5.84  0.13
27 H 0.99 1.27 5.37  0.13
28 H -0.73 1.64 5.63  0.12
29 H 0.48 3.45 4.35  0.12
30 H -0.82 2.73 3.39  0.11
31 H 2.08 3.87 2.87  0.13
32 H 3.64 4.52 1.18  0.11
33 H 5.33 3.95 -0.54  0.10
34 H 5.63 1.59 -1.23  0.10
35 H 4.25 -0.19 -0.18  0.12
36 C -3.59 0.55 0.30  0.02
37 C -2.64 0.76 1.46  -0.48
38 C -3.37 1.09 2.75  0.01
39 O -1.87 -0.45 1.69  -0.11
40 C -1.66 1.89 1.09  -0.57
41 O -2.02 3.04 1.05  0.11
42 O -0.45 1.47 0.80  -0.19
43 H -4.29 -0.26 0.54  0.10
44 H -3.06 0.30 -0.62  0.08
45 H -4.16 1.46 0.11  0.11
46 H -4.08 0.29 2.97  0.10
47 H -3.90 2.03 2.62  0.10
48 H -2.68 1.18 3.58  0.07
49 H -1.84 -0.94 0.85  0.09
50 C 0.43 -1.00 -0.23  -0.42
51 Ge 0.27 -0.55 -2.09  0.91
52 C -1.17 0.71 -2.51  -0.27
53 C -2.29 0.26 -3.21  -0.12
54 C -3.36 1.10 -3.48  -0.09
55 C -3.33 2.42 -3.05  -0.09
56 C -2.22 2.89 -2.35  -0.08
57 C -1.15 2.04 -2.09  -0.13
58 C 1.94 0.13 -2.85  -0.27
59 C 2.07 1.40 -3.39  -0.10
60 C 3.28 1.83 -3.93  -0.09
61 C 4.37 0.98 -3.95  -0.11
62 C 4.26 -0.30 -3.42  -0.10
63 C 3.05 -0.72 -2.88  -0.12
64 C -0.12 -2.19 -3.09  -0.29
65 C -0.49 -3.38 -2.47  -0.11
66 C -0.76 -4.52 -3.21  -0.09
67 C -0.66 -4.49 -4.59  -0.10
68 C -0.30 -3.31 -5.23  -0.09
69 C -0.03 -2.17 -4.48  -0.11
70 H 0.80 -2.03 -0.12  -0.02
71 H -2.33 -0.77 -3.55  0.09
72 H -4.22 0.73 -4.03  0.10
73 H -4.16 3.08 -3.25  0.10
74 H -2.19 3.91 -1.99  0.11
75 H -0.31 2.42 -1.53  0.10
76 H 1.22 2.08 -3.40  0.09
77 H 3.36 2.83 -4.34  0.10
78 H 5.31 1.31 -4.38  0.10
79 H 5.11 -0.97 -3.44  0.10
80 H 2.98 -1.72 -2.47  0.11
81 H -0.58 -3.41 -1.39  0.08
82 H -1.05 -5.44 -2.71  0.10
83 H -0.87 -5.38 -5.18  0.10
84 H -0.22 -3.28 -6.31  0.10
85 H 0.27 -1.26 -4.99  0.11



No. 2
2 unconnected molecules or ions with the total composition C39H37N4 in a non-equilibrium geometry. Source: OMol25; level of theory: ωB97M-V/def2-TZVPD.

Its lowest unoccupied orbital energy is -5.3 eV. The value obtained for the energy above the lowest of the compared OMol25 structures with the same formula, charge and spin is 187.23 kJ/mol. The calculation puts the energy at -1727.0163 Eh. The HOMO energy comes out at -10.27 eV. The net charge is +1.

Last column: Löwdin charge in e.
Positions of all 80 atoms, in Å:
1 C -6.62 2.09 -0.61  -0.08
2 C -7.03 2.11 0.73  -0.07
3 C -6.54 1.15 1.61  -0.01
4 C -5.62 0.20 1.14  -0.23
5 N -5.11 -0.76 2.06  -0.05
6 C -5.68 -2.07 2.01  -0.23
7 C -5.33 -2.97 1.02  -0.03
8 C -5.84 -4.27 1.07  -0.06
9 C -6.75 -4.62 2.08  -0.08
10 C -7.14 -3.69 3.05  -0.07
11 C -6.61 -2.40 3.02  0.00
12 C -3.79 -0.61 2.54  -0.16
13 C -3.62 0.17 3.70  0.04
14 C -2.35 0.38 4.20  0.02
15 C -1.19 -0.13 3.53  -0.18
16 C 0.08 0.26 4.02  0.10
17 C 1.35 0.03 3.43  -0.19
18 C 2.52 0.13 4.25  0.01
19 C 3.77 -0.16 3.74  0.03
20 C 3.88 -0.73 2.46  -0.16
21 N 5.18 -1.10 2.04  -0.03
22 C 5.42 -2.39 1.46  -0.22
23 C 5.11 -2.64 0.13  -0.03
24 C 5.27 -3.94 -0.36  -0.06
25 C 5.81 -4.93 0.46  -0.07
26 C 6.19 -4.65 1.78  -0.07
27 C 6.00 -3.36 2.28  0.00
28 C 6.09 -0.05 1.69  -0.23
29 C 7.19 0.21 2.52  -0.01
30 C 8.06 1.24 2.18  -0.07
31 C 7.86 1.96 1.00  -0.07
32 C 6.77 1.68 0.16  -0.06
33 C 5.87 0.67 0.53  -0.01
34 C 2.76 -0.89 1.64  0.04
35 C 1.55 -0.34 2.06  0.02
36 C -1.42 -1.05 2.46  0.02
37 C -2.69 -1.21 1.92  0.03
38 C -5.21 0.17 -0.18  -0.02
39 C -5.71 1.13 -1.07  -0.06
40 H -6.99 2.84 -1.31  0.11
41 H -7.73 2.86 1.09  0.11
42 H -6.84 1.11 2.66  0.12
43 H -4.64 -2.64 0.23  0.10
44 H -5.52 -4.98 0.31  0.11
45 H -7.14 -5.63 2.11  0.11
46 H -7.83 -3.96 3.84  0.11
47 H -6.87 -1.63 3.75  0.12
48 H -4.51 0.60 4.16  0.13
49 H -2.24 0.92 5.14  0.12
50 H 0.09 0.69 5.03  0.12
51 H 2.43 0.39 5.30  0.12
52 H 4.68 0.00 4.31  0.13
53 H 4.73 -1.82 -0.49  0.11
54 H 4.97 -4.15 -1.39  0.11
55 H 5.93 -5.94 0.07  0.11
56 H 6.62 -5.41 2.43  0.11
57 H 6.27 -3.08 3.30  0.12
58 H 7.33 -0.40 3.42  0.12
59 H 8.90 1.48 2.84  0.11
60 H 8.54 2.77 0.73  0.11
61 H 6.60 2.23 -0.76  0.11
62 H 5.00 0.42 -0.09  0.11
63 H 2.87 -1.39 0.67  0.12
64 H 0.72 -0.27 1.36  0.12
65 H -0.61 -1.66 2.07  0.11
66 H -2.86 -1.78 1.00  0.12
67 H -4.51 -0.61 -0.49  0.11
68 H -5.37 1.10 -2.11  0.11
69 C -1.29 3.85 6.60  -0.14
70 N -0.13 3.69 5.72  -0.15
71 N 1.02 3.79 6.63  -0.17
72 C 1.45 5.18 6.64  -0.14
73 H -2.21 3.98 6.03  0.07
74 H -1.42 2.96 7.25  0.07
75 H -1.11 4.75 7.20  0.07
76 H -0.09 2.75 5.32  0.05
77 H 1.75 3.19 6.22  0.10
78 H 2.28 5.30 7.34  0.08
79 H 1.82 5.47 5.64  0.08
80 H 0.63 5.85 6.96  0.07



No. 3
A molecular structure, C39H38AsLaN3PS2Si in a non-equilibrium geometry. Source: OMol25; level of theory: ωB97M-V/def2-TZVPD.

Its lowest unoccupied orbital energy is -0.9 eV. The calculation puts the energy at -5367.8575 Eh. The HOMO energy comes out at -7.74 eV. The net charge is 0.

Last column: Löwdin charge in e.
Positions of all 86 atoms, in Å:
1 La -2.91 -0.04 1.32  1.50
2 S -2.82 -2.00 3.34  0.41
3 C -3.83 -2.97 2.33  -1.16
4 S -4.40 -2.33 0.82  0.46
5 C -4.18 -4.28 2.72  -0.42
6 C -5.00 -5.07 1.94  -0.27
7 N -5.70 -5.78 1.29  0.15
8 C -3.80 -4.78 3.95  -0.27
9 N -3.53 -5.23 5.01  0.15
10 C -2.51 3.68 1.81  -0.19
11 Si -3.87 3.26 0.52  0.37
12 C -5.43 2.71 1.49  -0.19
13 C -4.31 4.87 -0.39  -0.20
14 N -3.29 1.82 -0.26  -0.30
15 C -3.38 1.48 -1.58  -0.41
16 C -3.15 0.15 -1.99  -0.10
17 C -3.27 -0.25 -3.31  -0.10
18 C -3.61 0.67 -4.29  -0.11
19 C -3.80 2.00 -3.92  -0.10
20 C -3.69 2.40 -2.61  -0.05
21 H -2.84 4.51 2.47  0.04
22 H -1.56 4.00 1.32  0.03
23 H -2.27 2.83 2.48  0.00
24 H -5.81 3.51 2.17  0.04
25 H -5.24 1.82 2.13  0.00
26 H -6.25 2.43 0.79  0.05
27 H -4.58 5.65 0.36  0.04
28 H -5.18 4.72 -1.07  0.04
29 H -3.46 5.26 -1.00  0.04
30 H -2.88 -0.64 -1.24  0.02
31 H -3.11 -1.31 -3.56  0.11
32 H -3.73 0.36 -5.33  0.10
33 H -4.05 2.75 -4.69  0.11
34 H -3.86 3.46 -2.33  0.08
35 C 1.78 -0.66 1.95  -0.41
36 C 2.83 -1.26 1.03  -0.45
37 As 4.66 -0.71 1.63  1.30
38 C 5.59 -1.08 -0.06  -0.43
39 C 5.19 -2.10 -0.93  -0.12
40 C 5.89 -2.33 -2.10  -0.09
41 C 7.01 -1.57 -2.42  -0.10
42 C 7.42 -0.57 -1.55  -0.09
43 C 6.72 -0.33 -0.37  -0.13
44 C 4.37 1.20 1.29  -0.44
45 C 4.58 2.12 2.32  -0.13
46 C 4.35 3.47 2.12  -0.09
47 C 3.89 3.92 0.89  -0.09
48 C 3.68 3.01 -0.14  -0.09
49 C 3.93 1.67 0.05  -0.12
50 P 0.03 -0.83 1.33  0.94
51 C -0.18 -2.60 1.02  -0.41
52 C 0.48 -3.55 1.82  -0.09
53 C 0.13 -4.90 1.73  -0.06
54 C -0.89 -5.31 0.89  -0.06
55 C -1.55 -4.37 0.10  -0.08
56 C -1.19 -3.03 0.16  -0.18
57 C 0.20 -0.07 -0.32  -0.42
58 C 0.10 1.33 -0.35  -0.14
59 C 0.21 2.02 -1.55  -0.08
60 C 0.42 1.33 -2.73  -0.07
61 C 0.54 -0.05 -2.71  -0.07
62 C 0.42 -0.76 -1.52  -0.09
63 H 1.94 0.42 2.07  0.07
64 H 1.83 -1.09 2.96  0.08
65 H 2.70 -0.93 -0.01  0.05
66 H 2.80 -2.36 1.04  0.06
67 H 4.32 -2.72 -0.68  0.09
68 H 5.55 -3.13 -2.77  0.11
69 H 7.56 -1.76 -3.35  0.11
70 H 8.30 0.05 -1.77  0.11
71 H 7.03 0.47 0.31  0.10
72 H 4.93 1.76 3.29  0.09
73 H 4.51 4.18 2.95  0.11
74 H 3.71 4.99 0.72  0.11
75 H 3.32 3.35 -1.12  0.11
76 H 3.78 0.96 -0.77  0.11
77 H 1.26 -3.23 2.52  0.11
78 H 0.68 -5.63 2.33  0.12
79 H -1.19 -6.36 0.85  0.12
80 H -2.37 -4.68 -0.57  0.12
81 H -1.71 -2.31 -0.49  0.06
82 H -0.07 1.88 0.59  0.10
83 H 0.12 3.12 -1.55  0.12
84 H 0.50 1.86 -3.68  0.12
85 H 0.71 -0.61 -3.65  0.12
86 H 0.52 -1.86 -1.51  0.11



No. 4
2 unconnected molecules or ions with the total composition C39H38BF3O2S in a non-equilibrium geometry. Source: OMol25; level of theory: ωB97M-V/def2-TZVPD.

Its lowest unoccupied orbital energy is -1.3 eV. The value obtained for the energy above the lowest of the compared OMol25 structures with the same formula, charge and spin is 45.46 kJ/mol. The calculation puts the energy at -2382.0529 Eh. The HOMO energy comes out at -5.71 eV. The net charge is 0.

Last column: Löwdin charge in e.
Positions of all 84 atoms, in Å:
1 C -3.67 2.55 1.02  -0.10
2 C -2.40 2.40 1.77  -0.58
3 C -2.24 2.37 3.15  -0.11
4 C -0.89 2.24 3.55  -0.10
5 C 0.00 2.14 2.48  -0.47
6 B -2.73 -1.96 3.38  -0.63
7 C 1.42 2.42 2.52  -0.24
8 C 2.08 2.67 3.74  0.00
9 C 3.46 2.82 3.77  -0.01
10 C 4.19 2.71 2.59  -0.14
11 C 5.69 2.72 2.64  -0.52
12 F 6.23 1.92 1.66  0.11
13 F 6.21 3.98 2.46  0.12
14 F 6.16 2.26 3.84  0.11
15 C 3.55 2.59 1.35  -0.01
16 C 2.17 2.45 1.32  -0.05
17 O -3.14 -2.63 4.51  0.15
18 C -4.50 -2.20 4.71  -0.46
19 C -5.29 -3.33 5.31  0.00
20 C -4.47 -1.06 5.73  -0.01
21 C -4.93 -1.73 3.25  -0.45
22 C -5.38 -2.89 2.36  0.01
23 C -5.96 -0.62 3.22  -0.01
24 O -3.68 -1.22 2.71  0.15
25 S -0.88 2.27 0.96  1.09
26 H -4.50 2.68 1.72  0.08
27 H -3.63 3.40 0.33  0.08
28 H -3.86 1.64 0.42  0.08
29 H -3.09 2.48 3.82  0.11
30 H -0.57 2.18 4.59  0.11
31 H 1.52 2.69 4.67  0.11
32 H 3.97 2.99 4.72  0.13
33 H 4.13 2.59 0.43  0.13
34 H 1.68 2.29 0.36  0.09
35 H -6.34 -3.03 5.36  0.10
36 H -5.21 -4.25 4.72  0.09
37 H -4.93 -3.52 6.32  0.10
38 H -5.50 -0.79 6.00  0.09
39 H -3.96 -1.41 6.63  0.10
40 H -3.95 -0.16 5.36  0.10
41 H -6.40 -3.20 2.64  0.10
42 H -5.40 -2.57 1.31  0.10
43 H -4.71 -3.76 2.45  0.09
44 H -6.83 -0.91 3.82  0.10
45 H -5.55 0.33 3.61  0.09
46 H -6.29 -0.46 2.19  0.09
47 C -3.06 -6.78 2.61  -0.09
48 C -2.44 -6.03 3.62  -0.08
49 C -1.84 -4.81 3.31  -0.03
50 C -1.89 -4.26 2.00  -0.17
51 C -1.43 -2.91 1.72  -0.07
52 C -1.23 -1.96 2.87  -0.09
53 C -0.46 -0.67 2.69  0.02
54 C 0.87 -0.66 3.23  -0.24
55 C 2.02 -0.65 2.40  -0.03
56 C 3.29 -0.59 2.95  -0.09
57 C 3.46 -0.56 4.34  -0.10
58 C 2.34 -0.67 5.18  -0.09
59 C 1.07 -0.77 4.64  -0.04
60 C -1.18 -2.51 0.36  -0.17
61 C -1.60 -1.25 -0.14  -0.03
62 C -1.30 -0.86 -1.45  -0.08
63 C -0.63 -1.74 -2.32  -0.09
64 C -0.23 -3.00 -1.86  -0.08
65 C -0.48 -3.37 -0.54  -0.04
66 C -2.47 -5.08 0.99  -0.03
67 C -3.06 -6.31 1.30  -0.09
68 H -3.54 -7.73 2.85  0.10
69 H -2.42 -6.39 4.65  0.11
70 H -1.30 -4.31 4.11  0.12
71 H -0.69 -2.47 3.68  0.14
72 H -0.72 -0.05 1.85  0.04
73 H 1.88 -0.69 1.31  0.12
74 H 4.17 -0.55 2.30  0.11
75 H 4.46 -0.45 4.77  0.11
76 H 2.47 -0.70 6.27  0.10
77 H 0.19 -0.89 5.27  0.12
78 H -2.17 -0.59 0.51  0.10
79 H -1.59 0.13 -1.79  0.10
80 H -0.42 -1.44 -3.34  0.10
81 H 0.31 -3.68 -2.52  0.10
82 H -0.14 -4.34 -0.18  0.12
83 H -2.50 -4.73 -0.04  0.11
84 H -3.52 -6.89 0.49  0.10



No. 5
A molecular structure, C39H38Cl2F6N2O9PS4Si2Ti in a non-equilibrium geometry. Source: OMol25; level of theory: ωB97M-V/def2-TZVPD.

Its lowest unoccupied orbital energy (spin up / spin down) is 3.6 / 3.6 eV. The value obtained for the energy above the lowest of the compared OMol25 structures with the same formula, charge and spin is 30.53 kJ/mol. As for the multiplicity: 2. The calculation puts the energy at -7178.1489 Eh. As for the expectation value of S²: 0.75. The HOMO energy (spin up / spin down) comes out at -2.11 / -2.16 eV. The net charge is -2.

Last column: Mulliken spin population.
Positions of all 104 atoms, in Å:
1 Ti 0.42 -0.81 1.12  1.03
2 C 2.99 1.73 -1.44  0.00
3 Si 2.79 1.47 0.39  0.01
4 C 4.08 0.27 0.96  0.01
5 C 3.12 3.14 1.21  0.00
6 C 4.42 3.68 1.14  0.00
7 C 4.75 4.86 1.79  0.00
8 C 3.79 5.53 2.54  0.00
9 C 2.50 5.02 2.60  0.00
10 C 2.14 3.85 1.94  0.00
11 Si 0.37 3.27 1.99  0.01
12 C -0.70 4.60 1.26  0.00
13 C -0.25 2.99 3.71  0.00
14 H 4.03 1.99 -1.72  0.00
15 H 2.32 2.50 -1.81  0.00
16 H 2.73 0.78 -1.93  0.00
17 H 5.05 0.76 1.09  0.00
18 H 4.20 -0.54 0.22  0.00
19 H 3.77 -0.17 1.91  0.00
20 H 5.18 3.16 0.57  0.00
21 H 5.76 5.25 1.73  0.00
22 H 4.05 6.44 3.07  0.00
23 H 1.75 5.56 3.18  0.00
24 H -0.47 5.57 1.71  0.00
25 H -1.75 4.38 1.46  0.00
26 H -0.56 4.69 0.17  0.00
27 H -0.82 3.86 4.06  0.00
28 H 0.56 2.77 4.41  0.00
29 H -0.91 2.12 3.70  0.00
30 Cl -1.09 -2.79 0.60  0.00
31 O -0.54 -0.23 -0.93  -0.04
32 P -1.23 0.07 -2.20  0.00
33 C -2.57 1.28 -2.14  0.00
34 C -2.56 2.22 -1.12  0.00
35 C -3.56 3.18 -1.08  0.00
36 C -4.55 3.21 -2.06  0.00
37 C -4.55 2.27 -3.08  0.00
38 C -3.55 1.30 -3.13  0.00
39 C -0.03 0.79 -3.36  0.00
40 C 1.14 0.06 -3.55  0.00
41 C 2.09 0.49 -4.46  0.00
42 C 1.89 1.67 -5.17  0.00
43 C 0.73 2.41 -4.97  0.00
44 C -0.23 1.97 -4.06  0.00
45 C -1.89 -1.34 -3.14  0.00
46 C -1.61 -1.51 -4.50  0.00
47 C -2.16 -2.56 -5.21  0.00
48 C -3.01 -3.46 -4.58  0.00
49 C -3.30 -3.31 -3.23  0.00
50 C -2.75 -2.25 -2.51  0.00
51 H -1.79 2.18 -0.36  0.00
52 H -3.58 3.91 -0.28  0.00
53 H -5.34 3.95 -2.01  0.00
54 H -5.32 2.29 -3.84  0.00
55 H -3.55 0.56 -3.92  0.00
56 H 1.31 -0.85 -2.97  0.00
57 H 3.01 -0.08 -4.61  0.00
58 H 2.63 2.01 -5.88  0.00
59 H 0.58 3.33 -5.51  0.00
60 H -1.13 2.54 -3.90  0.00
61 H -0.95 -0.81 -5.01  0.00
62 H -1.93 -2.68 -6.27  0.00
63 H -3.44 -4.29 -5.13  0.00
64 H -3.95 -4.00 -2.71  0.00
65 H -3.00 -2.14 -1.47  0.00
66 O 0.21 2.00 0.91  0.00
67 N 1.23 0.92 0.86  -0.07
68 C -0.98 -2.57 5.31  0.00
69 O -0.21 -1.74 4.45  0.00
70 C 0.73 -0.92 4.94  0.00
71 S 1.03 -0.81 6.60  0.00
72 S 1.44 0.03 3.71  -0.01
73 H -1.66 -3.09 4.64  0.00
74 H -1.54 -1.96 6.02  0.00
75 H -0.35 -3.26 5.86  0.00
76 F -3.12 1.88 2.01  0.00
77 C -3.55 0.70 2.48  0.00
78 F -4.87 0.64 2.29  0.00
79 F -3.31 0.68 3.80  0.00
80 S -2.72 -0.67 1.59  -0.01
81 O -1.34 -0.23 1.94  0.03
82 O -3.22 -0.46 0.27  0.01
83 N -3.30 -1.84 2.49  0.00
84 S -4.46 -2.82 2.07  0.00
85 O -5.50 -2.78 3.05  0.00
86 O -4.82 -2.82 0.67  0.00
87 C -3.68 -4.51 2.33  0.00
88 F -3.62 -5.16 1.17  0.00
89 F -2.47 -4.45 2.86  0.00
90 F -4.45 -5.23 3.16  0.00
91 Cl 5.65 -7.07 -0.63  0.00
92 C 4.60 -5.71 -0.28  0.01
93 C 4.32 -4.80 -1.29  -0.01
94 C 3.50 -3.72 -1.00  0.01
95 C 2.98 -3.56 0.27  0.00
96 C 3.25 -4.48 1.25  0.01
97 C 4.07 -5.57 0.98  0.00
98 C 2.09 -2.39 0.58  0.05
99 O 1.67 -2.21 1.74  -0.03
100 O 1.74 -1.57 -0.31  -0.02
101 H 4.74 -4.94 -2.27  0.00
102 H 3.25 -2.98 -1.75  0.00
103 H 2.81 -4.34 2.23  0.00
104 H 4.30 -6.30 1.75  0.00



> What is the energy in the first record?

-4128.1189 Eh



> net charge of number 2 (C39H37N4)?

+1